Entry i
Formula: C8H15NO3
Source: the OMol25 dataset
Level of theory: ωB97M-V/def2-TZVPD

Calculated values
- LUMO energy: 0.755 eV
- M: 173.21 g mol⁻¹
- Structure (SMILES): [H]/N=C(\OCC)C(C=C)(CO)CO
- Orbital gap: 0.3749 Ha

```
27
C8H15NO3 ωB97M-V/def2-TZVPD
H -1.33297 -2.36559 -0.02181
N -0.46971 -1.90243 0.08570
C -0.31460 -0.70957 -0.22805
O -1.19929 0.16841 -0.71736
C -2.57901 -0.10897 -0.94668
C -3.39993 0.23145 0.31850
C 1.14397 0.00637 0.09779
C 0.77236 1.20230 0.98387
C 1.70737 2.05867 1.37572
C 1.82036 0.19015 -1.27415
O 0.84594 0.67835 -2.18653
C 1.90234 -1.06705 0.92176
O 2.39586 -2.11412 0.17369
H -2.75939 0.55754 -1.76961
H -2.69991 -1.21818 -1.18802
H -2.78628 0.73025 1.08166
H -4.28928 0.81250 0.08719
H -3.66293 -0.63242 0.74801
H -0.27333 1.17719 1.22960
H 1.39520 2.98775 1.96838
H 2.76308 2.22569 1.07562
H 2.05795 -0.70894 -1.72162
H 2.60850 0.91299 -1.20027
H 0.49636 1.54495 -1.89490
H 2.80749 -0.54847 1.29975
H 1.34926 -1.43303 1.76388
H 1.70059 -2.67578 -0.06212
```

Löwdin population analysis, charges in e, atoms 1 to 6: 0.047 0.193 -0.365 -0.081 -0.179 -0.039

=====

Entry ii
Formula: C8H15NO3
Source: the OMol25 dataset
Level of theory: ωB97M-V/def2-TZVPD

Calculated values
- LUMO energy: 0.552 eV
- M: 173.21 g mol⁻¹
- Structure (SMILES): O[C@H]1C[C@@H](O)[C@@H]2[C@H](O)CCN2C1
- Orbital gap: 0.3337 Ha

```
27
C8H15NO3 ωB97M-V/def2-TZVPD
O -2.60143 0.53239 -1.10125
C -2.09084 0.71306 0.25487
C -1.88019 -0.68523 1.06503
C -0.71960 -1.54107 0.27333
O -1.46664 -1.76418 -0.82882
C 0.31896 -0.55841 -0.30209
C 1.95216 -0.83626 -0.53111
O 2.20400 -1.72794 0.50135
C 2.56814 0.58475 -0.46185
C 1.44083 1.65584 -0.23684
N 0.47001 0.78251 0.45622
C -0.67114 1.56228 0.44783
H -2.63892 -0.66748 -1.14049
H -3.10649 1.10276 0.74511
H -1.43443 -0.38151 2.03197
H -2.71464 -1.12836 1.25720
H -0.25020 -2.37180 0.76219
H -1.89108 -2.60534 -0.41321
H -0.31613 -0.33388 -1.16150
H 1.88627 -1.21996 -1.58921
H 3.33105 -1.63918 0.68276
H 3.13380 0.67896 0.52285
H 3.37322 0.84341 -1.13510
H 1.70674 2.53212 0.46014
H 0.97069 1.90158 -1.25167
H -0.77581 2.44333 1.25820
H -0.79835 2.12760 -0.56588
```

Löwdin population analysis, charges in e, atoms 1 to 6: -0.178 -0.294 -0.044 -0.313 -0.098 -0.098

=====

Last place for stability: entry ii

=====

Entry i
Formula: BrH14O7
Source: the OMol25 dataset
Level of theory: ωB97M-V/def2-TZVPD

Calculated values
- LUMO energy: 3.297 eV
- M: 206.01 g mol⁻¹
- Orbital gap: 0.3484 Ha
- Total charge: -1

```
22
BrH14O7 ωB97M-V/def2-TZVPD
Br 26.84861 -10.29216 -11.65452
O 27.36633 -13.04762 -13.78694
H 28.27982 -13.02258 -14.07179
H 27.30961 -12.37967 -13.10367
O 25.02711 -12.05057 -8.73298
H 24.60744 -11.25652 -8.40194
H 25.50095 -11.76395 -9.51372
O 23.38095 -10.07963 -12.44753
H 23.38163 -10.14747 -13.40232
H 24.29882 -10.18808 -12.19857
O 26.07256 -9.04489 -15.13315
H 26.61154 -9.06354 -14.34233
H 26.21172 -8.17090 -15.49786
O 28.39665 -11.73259 -8.78635
H 27.93569 -11.50225 -9.59300
H 28.45140 -12.68803 -8.80568
O 30.25387 -9.91174 -12.18232
H 29.37712 -10.27290 -12.05148
H 30.46785 -9.49310 -11.34854
O 27.99078 -7.02308 -11.79114
H 28.79129 -7.07196 -11.26861
H 27.63597 -7.91185 -11.77034
```

Löwdin population analysis, charges in e, atoms 1 to 6: 0.073 -0.094 0.018 -0.102 -0.075 0.027

=====

Entry ii
Formula: BrH14O7
Source: the OMol25 dataset
Level of theory: ωB97M-V/def2-TZVPD

Calculated values
- LUMO energy: 3.130 eV
- M: 206.01 g mol⁻¹
- Orbital gap: 0.3439 Ha
- Total charge: -1

```
22
BrH14O7 ωB97M-V/def2-TZVPD
Br -0.24159 0.05093 0.44247
O 1.73333 2.90037 1.10859
H 1.75481 3.84052 0.90399
H 0.93312 2.56865 0.67023
O -1.15916 -3.24555 0.43565
H -1.13703 -2.27994 0.29215
H -0.78177 -3.34026 1.31654
O 1.49841 -2.59276 -1.01989
H 1.24123 -1.77654 -0.55346
H 0.77013 -3.18907 -0.80191
O 1.53432 1.12968 -2.35501
H 1.03311 0.59478 -2.97895
H 1.02977 1.03536 -1.52791
O -2.85260 0.46093 -2.13201
H -2.33345 0.16005 -1.37061
H -2.57320 1.37509 -2.24188
O -3.25609 0.68374 2.49768
H -3.54917 -0.23249 2.47853
H -2.54598 0.70668 1.83767
O 3.23055 0.07667 0.96783
H 3.37559 1.01704 0.80988
H 2.29566 0.05613 1.22043
```

Löwdin population analysis, charges in e, atoms 1 to 6: 0.075 -0.089 0.029 -0.034 -0.115 -0.089

=====

Last place for stability: entry i

=====

Entry i
Formula: C10H21N3O4
Source: the OMol25 dataset
Level of theory: ωB97M-V/def2-TZVPD

Calculated values
- LUMO energy: -2.733 eV
- M: 247.29 g mol⁻¹
- Orbital gap: 0.2471 Ha

```
38
C10H21N3O4 ωB97M-V/def2-TZVPD
C 2.12313 0.64046 -1.40308
C 1.19202 0.85226 -0.22443
C 1.76939 1.79274 -2.52844
C 2.39278 3.05818 -2.21233
C 0.06166 -0.57972 1.54282
C 0.73032 -0.92733 2.87807
C -1.00046 -1.44332 0.98378
C -1.85074 -0.72072 -0.06928
C -3.15044 -1.32251 -0.58302
C -4.35129 -1.57147 0.47579
H 2.16623 -0.68330 -3.14064
H 0.70765 -0.79346 -1.91761
H 3.22315 0.60097 -0.95176
H 0.59721 1.85209 -2.46887
H 0.75108 1.64822 -5.04888
H 2.22642 3.75383 -2.95996
H 1.88533 3.28685 -1.30624
H 3.47712 2.89656 -1.97336
H 1.38978 -1.13615 -0.16157
H -0.33484 0.36201 1.69196
H -0.61641 -2.42164 0.37722
H -1.60964 -1.76696 1.87239
H -2.20822 0.34107 0.33329
H -1.00398 -0.63431 -0.86790
H -3.59861 -0.48866 -1.36415
H -3.33963 -2.44968 -1.13443
H -3.99896 -2.14800 1.41854
H -5.08751 -2.18455 -0.20530
H -5.82074 -0.18543 1.65873
H -4.36071 0.60794 0.80335
H 2.59639 -0.58471 2.07034
N 1.86684 -0.70497 -1.93399
N 1.15905 -0.28748 0.44478
N -5.19474 -0.26302 0.75028
O 0.76058 1.93533 0.19744
O 2.19137 1.24354 -3.84440
O 0.06511 -1.33652 3.75309
O 2.06326 -0.56183 3.05487
```

Löwdin population analysis, charges in e, atoms 1 to 6: -0.290 -0.520 -0.440 -0.072 -0.182 -0.474

=====

Entry ii
Formula: C10H21N3O4
Source: the OMol25 dataset
Level of theory: ωB97M-V/def2-TZVPD

Calculated values
- LUMO energy: 0.389 eV
- M: 247.29 g mol⁻¹
- Structure (SMILES): C[C@@H](O)[C@H](N)C(=O)N[C@@H](CCCCN)C(=O)O
- Orbital gap: 0.3536 Ha

```
38
C10H21N3O4 ωB97M-V/def2-TZVPD
C -1.58317 0.32112 3.95654
C -0.37779 -0.50302 3.56014
O -0.75121 -1.84214 3.73465
C 0.03836 -0.35098 2.10076
N 0.69971 -1.64308 1.63996
C 1.14613 0.71409 1.92839
O 1.37360 1.42264 2.88530
N 1.79415 0.90307 0.69807
C 1.38201 0.35811 -0.54786
C 1.06640 1.39020 -1.67096
C 0.78222 0.76630 -3.03951
C -0.55748 -0.00492 -3.07206
C -1.88577 0.72913 -3.41866
N -2.98064 -0.10308 -3.69657
C 2.45900 -0.79110 -0.87687
O 3.39229 -0.56156 -1.64561
O 2.49801 -1.83763 -0.03605
H -1.37740 1.39296 3.98475
H -2.37531 -0.02305 3.24584
H -1.88016 -0.03855 4.98966
H 0.49406 -0.29254 4.18188
H -1.13728 -1.98080 4.62700
H -0.80254 -0.12520 1.36054
H 1.54984 -1.78985 2.16650
H 0.04181 -2.41520 2.05471
H 2.33113 1.73992 0.68214
H 0.45830 -0.26168 -0.35496
H 1.99612 1.91333 -1.49663
H 0.22285 1.98893 -1.35323
H 1.53874 0.02665 -3.48300
H 0.89647 1.48571 -3.83652
H -0.72032 -0.46471 -2.05918
H -0.42666 -0.96025 -3.55245
H -1.99346 1.65070 -2.74532
H -1.78330 1.33266 -4.32484
H -3.78865 0.33358 -4.07178
H -3.28809 -0.54408 -2.83827
H 1.54802 -1.93570 0.32348
```

Löwdin population analysis, charges in e, atoms 1 to 6: -0.030 -0.438 -0.073 -0.196 0.034 -0.387

=====

Last place for stability: entry i

=====

Entry i
Formula: C5H11NO3
Source: the OMol25 dataset
Level of theory: ωB97M-V/def2-TZVPD

Calculated values
- LUMO energy: 0.784 eV
- M: 133.15 g mol⁻¹
- Structure (SMILES): C[C@H](N)C(=O)OCCO
- Orbital gap: 0.3787 Ha

```
20
C5H11NO3 ωB97M-V/def2-TZVPD
C 0.74750 2.02902 0.38598
C 1.38350 0.66985 0.08681
N 2.63039 0.84712 -0.63284
C 0.36033 -0.13487 -0.71569
O -0.04566 0.10122 -1.81535
O 0.25494 -1.42909 -0.08823
C -1.03200 -1.91925 -0.28464
C -2.09223 -0.82666 0.30729
O -1.77356 -0.44970 1.62251
H 0.45812 2.52405 -0.53964
H 1.47344 2.65005 0.90436
H -0.12514 1.90306 1.02547
H 1.58873 0.14746 1.02032
H 3.05461 -0.05265 -0.84320
H 2.44351 1.31631 -1.52252
H -1.13443 -2.83945 0.29762
H -1.25864 -2.04501 -1.34969
H -3.06243 -1.34119 0.25093
H -2.18695 0.09153 -0.27378
H -1.68402 -1.24181 2.16426
```

Löwdin population analysis, charges in e, atoms 1 to 6: -0.042 -0.378 0.056 -0.403 0.141 -0.050

=====

Entry ii
Formula: C5H11NO3
Source: the OMol25 dataset
Level of theory: ωB97M-V/def2-TZVPD

Calculated values
- LUMO energy (alpha / beta): -0.460 / -0.460 eV
- M: 133.15 g mol⁻¹
- Structure (SMILES): CN(C)C=O.CC(=O)O
- Orbital gap (alpha / beta): 0.3017 / 0.3017 Ha

```
20
C5H11NO3 ωB97M-V/def2-TZVPD
C -1.61636 -1.08342 0.97489
N -1.12461 -0.27043 -0.12307
C -2.09246 0.59043 -0.77076
C 0.05770 -0.72785 -0.86835
O 0.38605 -1.91472 -0.88494
H -0.78704 -1.61983 1.43549
H -2.37361 -1.78115 0.60531
H -2.06858 -0.42560 1.72097
H -2.43567 1.33841 -0.05034
H -2.94953 0.00758 -1.12302
H -1.63355 1.10481 -1.61730
H 0.20250 -0.07831 -1.74955
C 2.47234 1.25860 -0.23646
C 1.52097 0.39517 0.55463
O 0.56846 0.91468 1.19500
O 2.17027 -0.66910 1.12538
H 3.17852 0.62924 -0.78352
H 1.90720 1.86927 -0.94316
H 3.03224 1.91107 0.43541
H 1.58518 -1.44882 1.10341
```

Löwdin population analysis, charges in e, atoms 1 to 6: -0.062 -0.242 -0.070 -0.295 0.039 0.082

=====

Entry iii
Formula: C5H11NO3
Source: the OMol25 dataset
Level of theory: ωB97M-V/def2-TZVPD

Calculated values
- LUMO energy: 0.233 eV
- M: 133.15 g mol⁻¹
- Structure (SMILES): [H]/N=C(/O)C(=O)O.CCC
- Orbital gap: 0.4163 Ha

```
20
C5H11NO3 ωB97M-V/def2-TZVPD
H 1.66725 1.05767 2.30595
N 1.76280 1.40807 1.35820
C 1.84472 0.50925 0.47681
O 1.99538 0.89220 -0.79620
C 1.91613 -0.99305 0.70924
O 1.86358 -1.44817 1.81721
O 2.02230 -1.72449 -0.39685
H 1.95411 1.88934 -0.71714
H 2.03368 -1.15807 -1.18584
C -1.88365 0.83994 0.55095
C -1.58895 -0.55640 0.01474
C -1.18583 -0.53170 -1.45566
H -2.19838 0.79228 1.59120
H -2.67678 1.31152 -0.02696
H -0.99817 1.47154 0.49400
H -2.47519 -1.18366 0.13149
H -0.79305 -1.01205 0.60930
H -0.33114 0.12403 -1.61276
H -2.00428 -0.15805 -2.06764
H -0.92454 -1.53018 -1.80006
```

Löwdin population analysis, charges in e, atoms 1 to 6: 0.076 0.190 -0.429 0.048 -0.473 0.140

=====

Last place for stability: entry ii